No. 1
Here is 11 unconnected molecules or ions with the total composition C62H53F10N from the OMol25 dataset. Energies are from ωB97M-V/def2-TZVPD.

Results
Orbital gap in eV: 9.08
Net charge: 0
Lowest unoccupied orbital energy in eV: 0.3
SMILES string: Fc1ccccc1.Fc1ccccc1.Fc1ccccc1.Fc1ccccc1.Fc1ccccc1.Fc1ccccc1.Fc1ccccc1.Fc1ccccc1.Fc1ccccc1.Fc1ccccc1.CC#N

Geometry (Å):
1 F -2.680 3.721 -1.992
2 C -2.222 4.573 -1.034
3 C -1.970 4.071 0.228
4 C -1.581 4.974 1.197
5 C -1.549 6.337 0.923
6 C -1.821 6.813 -0.342
7 C -2.151 5.912 -1.337
8 H -2.027 3.010 0.429
9 H -1.322 4.639 2.193
10 H -1.239 6.984 1.734
11 H -1.856 7.881 -0.501
12 H -2.455 6.198 -2.337
13 F 3.962 1.827 -2.433
14 C 4.871 1.129 -1.710
15 C 4.412 0.248 -0.761
16 C 5.334 -0.487 -0.042
17 C 6.697 -0.288 -0.247
18 C 7.133 0.586 -1.239
19 C 6.218 1.331 -1.961
20 H 3.353 0.098 -0.595
21 H 5.054 -1.183 0.739
22 H 7.439 -0.871 0.284
23 H 8.193 0.747 -1.393
24 H 6.459 2.108 -2.676
25 F -2.275 -1.356 8.778
26 C -1.720 -1.566 7.569
27 C -2.518 -1.413 6.446
28 C -1.952 -1.710 5.215
29 C -0.612 -2.076 5.112
30 C 0.162 -2.203 6.263
31 C -0.370 -1.851 7.500
32 H -3.542 -1.093 6.580
33 H -2.542 -1.670 4.306
34 H -0.199 -2.274 4.131
35 H 1.217 -2.426 6.166
36 H 0.233 -1.988 8.388
37 F 1.993 7.825 0.208
38 C 2.242 6.828 -0.661
39 C 2.535 5.561 -0.201
40 C 2.787 4.559 -1.123
41 C 2.837 4.840 -2.479
42 C 2.576 6.129 -2.928
43 C 2.314 7.127 -2.008
44 H 2.408 5.350 0.855
45 H 2.995 3.551 -0.787
46 H 3.176 4.081 -3.173
47 H 2.739 6.393 -3.965
48 H 2.116 8.160 -2.281
49 F 0.428 -3.898 1.861
50 C 0.409 -5.240 1.711
51 C 1.221 -6.043 2.462
52 C 1.138 -7.425 2.287
53 C 0.261 -7.964 1.366
54 C -0.641 -7.147 0.695
55 C -0.559 -5.774 0.876
56 H 1.859 -5.648 3.242
57 H 1.790 -8.056 2.874
58 H 0.244 -9.038 1.224
59 H -1.547 -7.558 0.267
60 H -1.258 -5.094 0.403
61 F 1.882 -0.434 1.587
62 C 0.769 -0.168 0.838
63 C 0.797 0.918 -0.017
64 C -0.351 1.157 -0.759
65 C -1.474 0.355 -0.631
66 C -1.475 -0.698 0.270
67 C -0.346 -0.947 1.044
68 H 1.641 1.591 -0.039
69 H -0.327 1.976 -1.469
70 H -2.332 0.497 -1.275
71 H -2.353 -1.325 0.341
72 H -0.246 -1.764 1.743
73 F -5.178 1.258 1.233
74 C -5.699 0.165 0.638
75 C -6.773 0.314 -0.207
76 C -7.322 -0.823 -0.787
77 C -6.737 -2.058 -0.554
78 C -5.645 -2.185 0.303
79 C -5.113 -1.062 0.907
80 H -7.148 1.317 -0.371
81 H -8.172 -0.738 -1.450
82 H -7.171 -2.954 -0.982
83 H -5.207 -3.166 0.431
84 H -4.278 -1.087 1.594
85 F -3.840 -0.501 -7.504
86 C -4.200 -0.397 -6.210
87 C -3.747 0.686 -5.482
88 C -4.124 0.781 -4.148
89 C -5.027 -0.120 -3.607
90 C -5.506 -1.172 -4.376
91 C -5.098 -1.306 -5.693
92 H -3.050 1.406 -5.888
93 H -3.613 1.493 -3.509
94 H -5.325 -0.067 -2.567
95 H -6.259 -1.834 -3.969
96 H -5.483 -2.087 -6.336
97 F 4.834 0.362 3.375
98 C 5.056 -0.950 3.590
99 C 6.358 -1.398 3.717
100 C 6.616 -2.757 3.740
101 C 5.551 -3.655 3.686
102 C 4.252 -3.194 3.550
103 C 3.998 -1.835 3.491
104 H 7.181 -0.696 3.780
105 H 7.619 -3.115 3.922
106 H 5.724 -4.724 3.654
107 H 3.407 -3.869 3.508
108 H 3.010 -1.445 3.287
109 F -0.727 -0.103 -3.481
110 C -0.646 -0.441 -4.778
111 C -0.164 0.455 -5.709
112 C 0.005 0.042 -7.023
113 C -0.371 -1.240 -7.391
114 C -0.938 -2.105 -6.467
115 C -1.105 -1.691 -5.154
116 H 0.164 1.437 -5.384
117 H 0.476 0.667 -7.768
118 H -0.327 -1.521 -8.436
119 H -1.225 -3.119 -6.712
120 H -1.447 -2.362 -4.374
121 C 1.513 1.360 3.982
122 C 1.987 2.339 3.024
123 N 2.339 3.105 2.252
124 H 0.674 1.663 4.606
125 H 2.334 1.059 4.634
126 H 1.183 0.460 3.469

***

No. 2
Here is a molecular structure, C44H38InN10O4 from the OMol25 dataset. Energies are from ωB97M-V/def2-TZVPD.

Results
Orbital gap in eV: 8.08
Net charge: +1
Lowest unoccupied orbital energy in eV: -2.3

Geometry (Å):
1 In -0.930 0.572 -0.950
2 O -0.955 0.509 -3.015
3 C -1.959 0.492 -3.863
4 C -1.646 0.568 -5.237
5 C -2.622 0.538 -6.203
6 C -3.977 0.438 -5.857
7 C -4.307 0.373 -4.529
8 C -3.331 0.395 -3.510
9 C -3.835 0.381 -2.158
10 N -3.149 0.371 -1.078
11 C -3.818 0.503 0.216
12 C -2.998 -0.250 1.260
13 N -1.619 0.221 1.160
14 C -0.873 0.344 2.199
15 C 0.455 0.898 2.203
16 C 1.246 0.694 3.354
17 C 2.503 1.225 3.465
18 C 2.986 2.029 2.418
19 C 2.228 2.276 1.299
20 C 0.945 1.708 1.140
21 O 0.271 1.968 0.050
22 H -0.598 0.650 -5.497
23 H -2.339 0.595 -7.248
24 H -4.743 0.415 -6.620
25 H -5.350 0.307 -4.236
26 H -4.925 0.402 -2.068
27 H -4.843 0.130 0.184
28 H -3.840 1.562 0.487
29 H -3.050 -1.317 1.030
30 H -3.408 -0.097 2.260
31 H -1.260 0.001 3.164
32 H 0.838 0.091 4.159
33 H 3.105 1.047 4.345
34 H 3.973 2.469 2.498
35 H 2.599 2.900 0.495
36 C 4.772 -0.856 -0.788
37 N 3.450 -0.364 -1.197
38 C 2.235 -0.832 -0.920
39 N 1.320 -0.031 -1.430
40 C 2.060 0.938 -2.050
41 N 3.352 0.772 -1.930
42 C 4.909 -0.930 0.713
43 C 5.756 -0.081 1.411
44 C 5.834 -0.153 2.798
45 C 5.047 -1.046 3.506
46 C 4.191 -1.894 2.809
47 C 4.151 -1.849 1.423
48 C 3.285 -2.807 3.502
49 N 3.181 -3.102 4.750
50 N 2.101 -3.976 4.859
51 C 1.641 -4.135 3.668
52 O 2.342 -3.429 2.751
53 C 0.467 -4.871 3.202
54 C -0.358 -5.537 4.104
55 C -1.511 -6.147 3.642
56 C -1.861 -6.070 2.298
57 C -1.036 -5.415 1.393
58 C -1.425 -5.333 -0.064
59 N -1.171 -4.006 -0.634
60 C -1.145 -2.819 -0.031
61 N -0.943 -1.870 -0.927
62 C -0.862 -2.557 -2.106
63 N -0.989 -3.856 -1.966
64 C 0.141 -4.840 1.851
65 H 5.475 -0.146 -1.211
66 H 4.949 -1.829 -1.244
67 H 2.029 -1.717 -0.342
68 H 1.618 1.770 -2.573
69 H 6.355 0.646 0.875
70 H 6.505 0.507 3.331
71 H 5.080 -1.093 4.587
72 H 3.520 -2.555 0.899
73 H -0.092 -5.555 5.154
74 H -2.160 -6.667 4.335
75 H -2.786 -6.521 1.956
76 H -2.482 -5.565 -0.180
77 H -0.864 -6.036 -0.676
78 H -1.233 -2.687 1.035
79 H -0.685 -2.078 -3.056
80 H 0.805 -4.333 1.161
81 C -2.298 4.078 -3.492
82 C -1.902 3.993 -2.044
83 O -1.886 2.922 -1.456
84 C -1.540 5.239 -1.319
85 C -0.896 5.126 -0.087
86 C -0.539 6.264 0.615
87 C -0.837 7.520 0.098
88 C -1.484 7.638 -1.125
89 C -1.826 6.500 -1.838
90 H -2.328 3.085 -3.931
91 H -1.612 4.716 -4.048
92 H -3.295 4.521 -3.566
93 H -0.668 4.137 0.289
94 H -0.027 6.177 1.566
95 H -0.563 8.412 0.648
96 H -1.716 8.616 -1.525
97 H -2.324 6.602 -2.794

***

No. 3
Here is 2 unconnected molecules or ions with the total composition C3H9N4O2 from the OMol25 dataset. Energies are from ωB97M-V/def2-TZVPD.

Results
Orbital gap (spin up / spin down) in eV: 6.41 / 5.97
Net charge: -1
Lowest unoccupied orbital energy (spin up / spin down) in eV: 3.8 / 3.8

Geometry (Å):
1 C -2.045 -0.323 -0.489
2 C -1.041 -2.325 0.293
3 C 0.301 -0.335 -0.073
4 N 1.386 -1.056 -0.181
5 N 0.143 3.545 0.240
6 N -0.915 -0.921 -0.003
7 N 2.515 -0.557 -0.041
8 O 2.758 0.656 0.133
9 O 3.422 -1.438 -0.122
10 H -2.921 -0.415 0.125
11 H -1.879 0.624 -0.811
12 H -0.180 3.967 -0.579
13 H -1.407 -2.613 1.337
14 H -1.649 -3.003 -0.415
15 H -0.001 -2.887 0.320
16 H 0.248 0.762 -0.309
17 H 1.208 3.746 0.265
18 H 0.056 2.574 0.312

***

No. 4
Here is a single C4H8O2 molecule from the OMol25 dataset. Energies are from ωB97M-V/def2-TZVPD.

Results
Orbital gap in eV: 11.16
Net charge: 0
Lowest unoccupied orbital energy in eV: 1.0
SMILES string: C[C@H]1O[C@H]1CO

Geometry (Å):
1 C -0.988 -0.466 1.524
2 C -0.806 0.592 0.498
3 O 0.431 1.220 0.292
4 C -0.153 0.359 -0.776
5 C 0.964 -0.588 -1.133
6 O 1.974 0.343 -1.458
7 H -0.147 -1.162 1.544
8 H -1.894 -1.004 1.229
9 H -1.126 -0.026 2.512
10 H -1.584 1.351 0.452
11 H -0.564 0.853 -1.657
12 H 0.788 -1.217 -2.012
13 H 1.254 -1.232 -0.289
14 H 1.851 0.978 -0.727